This record from the OMol25 dataset describes a molecular structure, C24H44GeN6O6Se2SiY. The level of theory is wB97M-V/def2-TZVPD.

Element x y z (Å)
H1 12.308 18.543 9.263
H2 7.146 8.730 16.339
C1 11.941 9.128 15.438
C2 10.874 6.228 14.644
C3 13.423 10.413 8.812
C4 12.840 17.108 15.368
C5 8.064 11.691 6.585
C6 12.384 17.269 12.629
C7 13.205 18.195 13.240
H3 7.873 11.676 5.513
C8 13.979 16.036 9.824
H4 5.452 13.737 11.871
H5 12.183 17.340 11.552
H6 11.657 15.297 15.354
C9 11.801 16.282 13.392
H7 13.365 18.803 7.887
H8 13.684 9.462 9.237
H9 14.916 16.563 9.973
O1 12.723 12.662 8.159
C10 9.633 7.792 17.047
H10 11.602 8.537 11.382
O2 7.819 14.412 9.957
N1 9.831 15.110 13.251
C11 6.780 9.622 7.127
H11 13.668 18.990 12.592
H12 10.295 7.198 17.719
H13 14.854 16.128 6.784
N2 12.137 12.351 9.394
C12 5.695 13.871 10.802
H14 12.093 9.598 12.642
H15 13.626 14.904 6.462
H16 11.947 10.087 14.849
H17 6.921 8.787 7.859
H18 6.187 8.041 15.047
Y1 9.838 13.387 10.491
H19 13.438 16.509 5.859
H20 12.977 17.123 16.440
N3 10.977 15.288 12.728
H21 9.665 8.995 13.147
C13 7.173 13.525 10.543
C14 9.039 8.469 13.869
H22 12.338 13.522 7.963
H23 9.409 13.451 6.916
H24 5.750 9.642 15.619
H25 11.669 18.555 7.639
H26 13.888 18.974 15.121
N4 7.752 10.653 7.398
C15 12.505 18.218 8.236
H27 14.330 10.970 8.673
Se1 10.882 15.388 8.225
H28 14.189 14.924 9.777
H29 6.950 9.261 6.130
H30 5.744 9.993 7.205
C16 13.342 18.175 14.628
N5 10.762 11.253 11.354
H31 11.602 5.645 15.222
Si1 12.894 16.386 8.243
H32 5.523 14.954 10.478
H33 8.536 7.606 13.436
C17 12.084 16.121 14.775
C18 12.458 11.156 9.698
Se2 7.659 9.870 14.145
H34 13.304 9.121 11.576
H35 5.028 13.273 10.169
C19 8.389 10.869 8.589
O3 11.384 14.654 11.671
H36 12.979 10.416 7.834
N6 9.064 11.986 8.514
H37 8.302 10.210 9.458
H38 9.982 5.616 14.602
H39 12.892 8.602 15.410
O4 9.139 14.185 12.647
C20 12.275 9.402 11.613
H40 11.221 6.255 13.610
H41 13.443 16.125 10.724
C21 11.796 10.606 10.898
C22 8.933 12.501 7.224
O5 10.211 10.888 12.456
C23 13.805 15.953 6.691
H42 8.689 7.290 17.050
C24 6.576 8.965 15.431
O6 7.649 12.407 10.874
H43 11.772 9.558 16.411
H44 9.425 8.763 17.516
Ge1 10.361 7.995 15.270

The net charge is -1. As for the maximum force: 0.048 hartree/bohr. For the orbital gap (alpha / beta), the calculation gives 6.976 / 6.975 eV. The total energy is -242959.239 eV.